Computed, not measured: a structure of composition C17H42NO7S4V, with wB97M-V/def2-TZVPD.

```
72
C17H42NO7S4V | the Open Molecules 2025 dataset | wB97M-V/def2-TZVPD
O -29.023 31.784 -7.246
V -29.984 32.958 -6.657
O -29.604 33.280 -5.114
C -33.396 30.258 -4.002
C -31.904 30.212 -4.396
C -31.323 28.764 -4.225
C -31.774 27.697 -5.230
C -31.566 28.247 -6.631
C -32.279 29.634 -6.843
N -31.743 30.551 -5.820
O -32.077 31.979 -6.117
C -33.825 29.528 -6.886
C -31.613 29.986 -8.240
C -31.121 31.040 -3.438
H -33.908 31.107 -4.453
H -33.528 30.255 -2.920
H -33.862 29.305 -4.255
H -31.558 28.451 -3.208
H -30.244 28.834 -4.365
H -32.836 27.563 -5.026
H -31.327 26.711 -5.105
H -31.915 27.518 -7.363
H -30.490 28.219 -6.806
H -34.390 29.099 -6.058
H -34.113 28.939 -7.756
H -34.299 30.495 -7.054
H -30.531 30.047 -8.123
H -31.927 30.972 -8.582
H -31.849 29.173 -8.927
H -30.070 31.101 -3.719
H -31.287 30.644 -2.436
H -31.508 32.055 -3.521
C -27.059 33.922 -2.403
S -25.366 34.605 -2.402
O -24.719 34.354 -3.749
C -25.744 36.440 -2.476
H -27.672 34.435 -3.144
H -27.439 34.212 -1.423
H -27.060 32.832 -2.415
H -26.717 36.757 -2.852
H -24.930 36.876 -3.054
H -25.767 36.802 -1.449
C -26.080 32.909 -6.204
S -26.617 34.376 -7.177
O -28.146 34.175 -7.201
C -26.545 35.715 -5.950
H -26.717 32.732 -5.337
H -25.100 33.009 -5.738
H -26.224 32.057 -6.867
H -25.497 35.962 -5.781
H -27.087 35.378 -5.066
H -27.026 36.631 -6.293
C -30.422 34.054 -11.410
S -29.435 34.329 -9.794
O -30.359 33.739 -8.741
C -28.132 33.160 -10.235
H -30.841 33.077 -11.169
H -29.769 34.080 -12.282
H -31.118 34.872 -11.593
H -28.415 32.116 -10.365
H -27.388 33.189 -9.439
H -27.711 33.570 -11.153
C -33.635 34.757 -7.165
S -32.191 35.843 -6.766
O -31.039 34.877 -6.514
C -31.789 36.741 -8.336
H -33.922 34.237 -6.251
H -33.462 33.963 -7.891
H -34.481 35.384 -7.448
H -32.358 37.671 -8.325
H -32.175 36.343 -9.274
H -30.704 36.830 -8.386
```

The total charge is 0. For the HOMO-LUMO gap, the calculation gives 6.13 eV. The highest occupied orbital energy comes out at -6.025 eV. The calculation puts the electronic energy at -3790.90592 Ha.



Computed, not measured: a cluster of 7 separate species, C17H42O13S4 in total, with wB97M-V/def2-TZVPD.

```
76
C17H42O13S4 | the Open Molecules 2025 dataset | wB97M-V/def2-TZVPD
C -27.215 21.093 1.895
S -28.554 20.738 3.051
O -29.611 19.927 2.362
C -27.627 19.652 4.176
H -27.239 20.424 1.038
H -26.263 21.031 2.428
H -27.211 22.142 1.599
H -27.531 18.703 3.629
H -28.062 19.383 5.132
H -26.586 19.961 4.248
C -31.132 11.952 4.586
S -30.045 13.146 5.415
O -30.278 14.301 4.467
C -30.978 13.362 6.945
H -31.208 10.964 5.050
H -30.678 11.814 3.607
H -32.149 12.320 4.465
H -30.379 13.837 7.716
H -31.292 12.360 7.243
H -31.885 13.929 6.734
C -23.126 18.080 8.670
S -23.102 16.988 10.142
O -24.430 16.407 10.529
C -22.159 15.551 9.506
H -22.201 18.639 8.577
H -24.060 18.642 8.672
H -23.250 17.465 7.771
H -22.417 15.336 8.468
H -22.461 14.726 10.142
H -21.114 15.858 9.515
C -25.807 15.438 7.529
S -26.877 16.904 7.438
O -26.183 17.937 6.551
C -28.092 16.141 6.276
H -25.128 15.630 8.361
H -25.160 15.212 6.683
H -26.436 14.582 7.775
H -27.754 15.223 5.820
H -28.235 16.942 5.551
H -29.048 16.126 6.803
C -23.279 12.521 7.402
O -24.035 11.558 8.161
C -24.153 10.353 7.612
O -23.501 9.982 6.664
O -25.087 9.684 8.260
C -25.465 8.381 7.814
H -23.445 13.449 7.945
H -23.680 12.563 6.396
H -22.223 12.307 7.549
H -25.878 8.399 6.807
H -26.169 8.008 8.550
H -24.552 7.779 7.826
C -35.406 16.609 1.577
O -34.151 16.166 2.024
C -33.236 17.071 2.350
O -33.290 18.241 2.039
O -32.268 16.510 3.012
C -31.114 17.269 3.447
H -36.049 16.722 2.458
H -35.897 15.915 0.899
H -35.430 17.587 1.094
H -30.438 17.119 2.603
H -30.753 16.810 4.360
H -31.379 18.321 3.515
C -27.112 15.317 3.022
O -26.113 15.639 3.983
C -25.194 16.568 3.656
O -25.011 17.001 2.558
O -24.461 16.758 4.733
C -23.245 17.497 4.539
H -27.047 15.945 2.136
H -28.082 15.529 3.480
H -27.094 14.251 2.802
H -22.856 17.231 3.557
H -22.576 17.195 5.338
H -23.431 18.569 4.550
```

The total charge is 0. For the HOMO-LUMO gap, the calculation gives 8.66 eV. The highest occupied orbital energy comes out at -8.512 eV. The calculation puts the electronic energy at -3243.63183 Ha.



Computed, not measured: a cluster of 4 separate species, C17H43N3O14P3 in total, with wB97M-V/def2-TZVPD.

```
80
C17H43N3O14P3 | the Open Molecules 2025 dataset | wB97M-V/def2-TZVPD
C -0.583 -0.093 -2.271
C -0.618 0.508 -3.712
C -0.107 1.946 -3.819
O 0.131 2.381 -4.878
O 0.114 2.756 -2.720
C -1.094 3.195 -2.127
C -1.987 4.057 -3.071
N -3.420 3.870 -2.766
C -4.084 2.754 -3.051
N -4.008 2.146 -4.256
C -4.630 0.799 -4.243
C -4.893 0.678 -2.724
N -4.950 2.073 -2.258
H 0.276 0.342 -1.731
H -1.494 0.120 -1.693
H -0.400 -1.175 -2.332
H -1.659 0.422 -4.074
H 0.000 -0.114 -4.375
H -0.805 3.844 -1.285
H -1.667 2.359 -1.674
H -1.775 3.936 -4.144
H -1.784 5.114 -2.843
H -3.941 4.641 -2.367
H -3.108 2.252 -4.715
H -5.557 0.754 -4.830
H -3.843 0.110 -4.574
H -3.931 0.270 -2.351
H -5.745 0.023 -2.513
H -4.890 2.237 -1.261
C -0.959 -0.475 4.069
O -1.497 -1.498 3.206
P -0.371 -2.616 2.597
O -0.654 -2.374 1.137
O -1.214 -3.864 3.185
C -2.612 -3.938 2.935
O 0.948 -3.620 2.460
C 1.973 -3.235 1.544
H -1.775 0.171 4.385
H -0.497 -0.925 4.950
H -0.220 0.123 3.532
H -2.886 -3.449 2.000
H -3.155 -3.476 3.760
H -2.894 -4.988 2.878
H 2.187 -2.170 1.614
H 1.673 -3.491 0.529
H 2.873 -3.796 1.794
C 2.916 -1.158 -4.144
O 2.511 -2.514 -4.382
P 3.265 -3.301 -5.693
O 2.003 -3.636 -6.439
O 3.773 -4.523 -4.766
C 2.845 -5.171 -3.904
O 4.391 -3.724 -6.841
C 4.160 -3.281 -8.179
H 2.358 -0.778 -3.290
H 3.986 -1.111 -3.923
H 2.693 -0.543 -5.021
H 1.827 -5.127 -4.294
H 2.877 -4.707 -2.917
H 3.139 -6.214 -3.808
H 3.818 -2.247 -8.200
H 3.428 -3.927 -8.659
H 5.102 -3.355 -8.722
C 3.813 3.569 8.004
O 2.513 3.646 7.391
P 1.355 2.542 7.964
O 1.053 1.900 6.636
O 0.319 3.733 8.317
C 0.046 4.727 7.338
O 0.482 1.537 8.964
C 0.614 0.131 8.757
H 4.453 4.321 7.548
H 3.741 3.764 9.077
H 4.252 2.582 7.839
H 0.157 4.342 6.324
H 0.717 5.574 7.482
H -0.979 5.068 7.474
H 1.651 -0.149 8.584
H -0.003 -0.175 7.913
H 0.254 -0.373 9.653
```

The total charge is +1. For the HOMO-LUMO gap, the calculation gives 8.04 eV. The highest occupied orbital energy comes out at -11.327 eV. The calculation puts the electronic energy at -2914.91155 Ha.



Computed, not measured: a structure of composition C17H44FIN2O6Si2, with wB97M-V/def2-TZVPD.

```
73
C17H44FIN2O6Si2 | the Open Molecules 2025 dataset | wB97M-V/def2-TZVPD
C 0.993 0.799 -5.677
C -0.007 -0.290 -5.241
C 0.062 -1.465 -6.210
C 0.308 -0.810 -3.807
C -0.645 -0.268 -2.740
Si -0.065 -0.454 -0.994
O -1.379 -0.699 -0.057
F 0.637 0.898 -0.539
O 1.007 -1.707 -0.790
Si 2.650 -1.463 -0.970
I 4.036 -2.910 0.442
H 1.713 0.409 -6.390
H 1.551 1.205 -4.837
H 0.464 1.632 -6.133
H -1.011 0.123 -5.218
H 1.001 -2.002 -6.077
H 0.012 -1.158 -7.253
H -0.734 -2.183 -6.016
H 1.345 -0.561 -3.592
H 0.248 -1.897 -3.789
H -1.615 -0.751 -2.836
H -0.833 0.798 -2.886
H -1.201 -1.213 0.735
H 3.041 -0.071 -0.724
H 3.012 -1.830 -2.348
C -5.760 -5.512 3.364
O -4.565 -6.196 3.683
C -3.982 -6.913 2.603
C -2.683 -6.280 2.152
N -2.911 -4.995 1.504
C -1.705 -4.217 1.235
C -0.853 -3.765 2.415
O -1.456 -2.777 3.229
C -2.346 -3.251 4.223
H -6.199 -5.172 4.300
H -5.581 -4.638 2.728
H -6.474 -6.173 2.864
H -4.684 -6.998 1.769
H -3.766 -7.921 2.965
H -2.195 -6.952 1.440
H -2.035 -6.199 3.035
H -3.536 -4.443 2.075
H -2.021 -3.316 0.701
H -1.074 -4.786 0.546
H 0.038 -3.288 2.000
H -0.499 -4.605 3.023
H -2.036 -4.224 4.613
H -3.372 -3.317 3.852
H -2.336 -2.530 5.041
C 2.201 8.314 -0.212
O 2.493 7.803 1.072
C 1.373 7.279 1.774
C 1.456 5.774 1.911
N 1.276 5.108 0.629
C 1.559 3.673 0.632
C 2.966 3.206 0.985
O 3.955 3.523 0.023
C 4.512 4.819 0.120
H 3.083 8.849 -0.558
H 1.973 7.521 -0.933
H 1.360 9.013 -0.179
H 0.438 7.574 1.289
H 1.387 7.719 2.775
H 0.668 5.441 2.594
H 2.423 5.541 2.377
H 1.866 5.554 -0.060
H 1.331 3.299 -0.366
H 0.856 3.187 1.316
H 2.937 2.114 1.023
H 3.283 3.543 1.980
H 4.569 5.160 1.156
H 3.951 5.548 -0.472
H 5.523 4.772 -0.287
```

The total charge is 0. For the HOMO-LUMO gap, the calculation gives 9.01 eV. The highest occupied orbital energy comes out at -8.517 eV. The calculation puts the electronic energy at -2211.77501 Ha.